This record from the OMol25 dataset describes a cluster of 17 separate species, C57H147N9O50P8 in total. The level of theory is wB97M-V/def2-TZVPD.

ΔE to the lowest compared entry with this formula, charge and spin (eV): 0.000
E_tot (a.u.): -9245.525535
LUMO (eV): -0.32

Structure (ORCA input):
```
! wB97M-V def2-TZVPD RIJCOSX def2/J DEFGRID3
* xyz 0 1
C 18.41828 -12.57262 -8.33254
C 17.93184 -11.34321 -7.59211
O 19.06924 -10.62858 -7.06790
P 18.81638 -9.14404 -6.42569
O 20.01416 -8.37193 -5.97418
O 17.72121 -9.40935 -5.22316
C 18.29705 -9.57792 -3.99924
C 17.11365 -10.21012 -3.23193
O 17.88675 -8.29721 -7.56118
C 17.47768 -6.94904 -7.27923
C 18.45211 -5.85603 -7.69282
H 17.51369 -13.07569 -8.67420
H 19.04472 -12.33349 -9.19189
H 18.99027 -13.14808 -7.60468
H 17.38054 -10.74205 -8.31515
H 17.32165 -11.63318 -6.73673
H 19.17191 -10.21873 -4.10920
H 18.61823 -8.59755 -3.64739
H 16.24935 -9.54615 -3.21615
H 16.75081 -11.20653 -3.48409
H 17.49146 -10.34947 -2.21904
H 16.51796 -6.90604 -7.79420
H 17.31747 -6.79974 -6.21146
H 18.08570 -4.84716 -7.50301
H 19.42181 -5.85227 -7.19506
H 18.69385 -5.84180 -8.75558
C 29.82293 -10.74336 -12.74950
C 29.20112 -9.33672 -12.86161
O 28.52088 -9.52132 -14.03844
P 27.53519 -8.40245 -14.57985
O 26.42515 -8.09863 -13.65129
O 28.50807 -7.13152 -14.70558
C 27.92807 -5.90148 -15.07068
C 29.01069 -4.87766 -14.74094
O 27.20020 -8.87318 -16.10649
C 26.43161 -10.06739 -16.34554
C 27.34287 -11.21533 -16.53144
H 29.16260 -11.60981 -12.71273
H 30.35535 -11.01812 -13.66007
H 30.44489 -10.84837 -11.86053
H 28.43437 -9.04131 -12.14542
H 29.87128 -8.51569 -13.11637
H 27.80259 -5.90473 -16.15343
H 26.99006 -5.63292 -14.58477
H 29.85681 -5.11147 -15.38710
H 28.73766 -3.83968 -14.93110
H 29.27374 -4.90923 -13.68363
H 25.69500 -10.33272 -15.58718
H 25.86304 -9.88360 -17.25715
H 26.72498 -12.02456 -16.92061
H 28.13718 -10.96750 -17.23553
H 27.74391 -11.47605 -15.55201
C 30.01083 -13.64721 -10.53710
C 28.63331 -14.13923 -10.53838
O 27.73831 -13.20396 -11.06232
P 26.14115 -13.54083 -10.92601
O 25.73354 -14.96690 -11.08869
O 25.83823 -12.87849 -9.45422
C 25.88118 -13.68559 -8.26109
C 26.21384 -12.84370 -7.04036
O 25.53265 -12.45586 -12.05168
C 26.00261 -12.47283 -13.41770
C 25.53452 -13.62838 -14.25257
H 30.41168 -13.74259 -11.54621
H 29.99309 -12.63489 -10.13339
H 30.62046 -14.28095 -9.89303
H 28.43714 -15.11915 -10.97357
H 28.36176 -14.32376 -9.49899
H 24.88796 -14.06501 -8.02095
H 26.54748 -14.53259 -8.42462
H 26.28500 -13.44117 -6.13147
H 27.21056 -12.41698 -7.15239
H 25.49320 -12.03196 -6.94098
H 25.59214 -11.52414 -13.76352
H 27.09079 -12.41970 -13.45146
H 25.68165 -13.38805 -15.30552
H 26.04241 -14.56406 -14.01882
H 24.45201 -13.74779 -14.20785
C 24.83473 -8.94922 -22.01637
C 24.08273 -8.44604 -20.77356
O 24.59926 -7.19404 -20.32393
P 25.41477 -7.09765 -18.90633
O 25.77336 -5.70123 -18.55674
O 24.44930 -7.87134 -17.88089
C 23.28964 -7.28084 -17.42537
C 23.49303 -7.03553 -15.92862
O 26.63299 -8.18551 -19.12677
C 27.75677 -7.75698 -19.86234
C 28.89724 -7.95019 -18.83338
H 25.91749 -8.85145 -21.93790
H 24.41191 -9.92773 -22.24411
H 24.48136 -8.35026 -22.85569
H 23.02351 -8.32707 -21.00158
H 24.17697 -9.10038 -19.90692
H 22.93491 -6.43142 -18.00912
H 22.47973 -8.00760 -17.48829
H 23.82713 -7.90678 -15.36524
H 24.19897 -6.21114 -15.82793
H 22.58966 -6.82708 -15.35541
H 27.87064 -8.35934 -20.76362
H 27.70996 -6.71853 -20.19027
H 29.14702 -9.00070 -18.68458
H 29.82240 -7.53236 -19.23035
H 28.63432 -7.40334 -17.92787
C 21.38219 -20.78334 -11.42884
C 22.66144 -20.41175 -12.13541
O 22.69061 -19.09615 -12.74176
P 22.38009 -18.98340 -14.35497
O 23.32190 -19.75922 -15.23681
O 22.25426 -17.33424 -14.69132
C 23.43642 -16.51819 -14.60953
C 24.19357 -16.62256 -15.95743
O 20.84570 -19.49709 -14.39859
C 19.77983 -18.85836 -13.63831
C 18.51443 -19.70002 -13.96509
H 21.04141 -19.95790 -10.80385
H 20.54014 -21.00835 -12.08340
H 21.49733 -21.73635 -10.91249
H 23.59608 -20.54934 -11.59169
H 22.89568 -21.16965 -12.88295
H 23.11963 -15.47995 -14.51055
H 24.08270 -16.70750 -13.75244
H 25.08988 -16.00437 -15.90704
H 24.31606 -17.67081 -16.23000
H 23.63502 -16.24631 -16.81451
H 20.07021 -18.71359 -12.59773
H 19.55061 -17.87055 -14.03807
H 17.69854 -19.35210 -13.33154
H 18.14180 -19.70540 -14.98941
H 18.71268 -20.75351 -13.76778
C 18.21749 -2.38002 -9.43290
C 19.51280 -2.68313 -10.17320
O 20.09428 -3.81641 -9.48509
P 21.68772 -4.05298 -9.79250
O 22.14877 -3.78239 -11.18752
O 22.39746 -3.23533 -8.56424
C 23.78603 -3.32672 -8.41388
C 24.41293 -1.96434 -8.41786
O 21.90455 -5.61223 -9.38046
C 21.34832 -6.66397 -10.15928
C 21.90649 -7.94587 -9.55677
H 17.52296 -3.19366 -9.64200
H 18.22011 -2.42042 -8.34365
H 17.74524 -1.44228 -9.72571
H 19.28004 -2.90160 -11.21540
H 20.11689 -1.77669 -10.13361
H 24.02569 -3.76173 -7.44361
H 24.18562 -3.97446 -9.19417
H 25.45790 -1.93771 -8.72676
H 23.90640 -1.25932 -9.07699
H 24.36688 -1.63202 -7.38077
H 20.27732 -6.74173 -9.97219
H 21.60758 -6.54573 -11.21136
H 22.98712 -8.03560 -9.66765
H 21.57835 -7.98963 -8.51826
H 21.56134 -8.84010 -10.07574
C 23.38997 -9.72122 -12.84803
C 22.35704 -10.57838 -13.61181
O 21.10059 -10.67216 -12.92735
P 19.83272 -11.33212 -13.68707
O 19.85066 -11.10981 -15.14635
O 19.64519 -12.87688 -13.23915
C 18.67906 -13.66873 -13.93812
C 19.45500 -15.03288 -14.28318
O 18.50740 -10.67821 -12.95906
C 18.38095 -9.37066 -12.43418
C 18.27072 -9.42607 -10.90867
H 23.59963 -10.13075 -11.85989
H 24.26755 -9.54622 -13.47038
H 22.86113 -8.80826 -12.57428
H 22.13091 -10.03089 -14.52682
H 22.67046 -11.56037 -13.96617
H 17.82217 -14.01640 -13.36110
H 18.19562 -13.09730 -14.73050
H 18.90498 -15.49468 -15.10313
H 20.42647 -14.80310 -14.72083
H 19.63188 -15.60738 -13.37391
H 19.15263 -8.71912 -12.84416
H 17.46824 -8.92795 -12.83305
H 17.45316 -10.10905 -10.67793
H 19.15441 -9.73906 -10.35260
H 18.01307 -8.43586 -10.53290
C 18.08380 -19.59031 -8.91053
C 17.30585 -18.69141 -9.87940
O 17.40792 -17.27968 -9.56830
P 17.98360 -16.22879 -10.70984
O 17.84546 -14.77690 -10.40405
O 19.55261 -16.74625 -10.95269
C 20.50762 -16.40131 -9.88382
C 21.84830 -16.59483 -10.49355
O 17.34528 -16.80449 -12.12172
C 15.93674 -16.85629 -12.36525
C 15.36167 -15.70227 -13.22810
H 17.88217 -19.19744 -7.91399
H 17.78990 -20.63223 -8.78357
H 19.13637 -19.36168 -9.07767
H 17.59822 -19.05738 -10.86361
H 16.30979 -19.06918 -9.64864
H 20.36231 -15.35588 -9.61169
H 20.37872 -16.95892 -8.95615
H 21.92415 -16.28793 -11.53669
H 22.56638 -16.21231 -9.76820
H 22.01098 -17.67232 -10.46836
H 15.72436 -17.82785 -12.81143
H 15.45211 -16.83498 -11.38916
H 14.34478 -15.75007 -13.61763
H 15.66838 -14.79418 -12.70907
H 16.01978 -15.53851 -14.08142
C 22.00507 -12.14430 -9.96628
N 22.29694 -12.62241 -8.62882
O 21.95018 -13.75692 -8.27466
O 22.81670 -11.78466 -7.89399
H 22.80446 -12.43434 -10.64816
H 21.87582 -11.06441 -9.89388
H 21.10889 -12.57411 -10.41372
C 24.56899 -5.65234 -12.14488
N 24.90954 -4.48627 -12.96460
O 24.18560 -4.21908 -13.93105
O 25.84740 -3.79880 -12.71795
H 24.21695 -5.30731 -11.17271
H 25.45130 -6.27326 -11.98962
H 23.83124 -6.28738 -12.63534
C 16.34925 -12.82548 -17.34583
N 17.56981 -13.69319 -17.71472
O 17.74970 -14.76520 -17.12827
O 18.32413 -13.19880 -18.53357
H 15.49027 -13.25010 -17.86539
H 16.50364 -11.79651 -17.67060
H 16.12817 -12.80620 -16.27866
C 21.54444 -11.40862 -17.53958
N 22.65842 -12.06955 -16.86936
O 22.39606 -13.13572 -16.31638
O 23.74719 -11.53145 -16.93774
H 21.75741 -11.50725 -18.60402
H 21.59615 -10.36337 -17.23486
H 20.58348 -11.81491 -17.22401
C 20.56118 -15.49187 -18.08381
N 21.42718 -15.36123 -19.24612
O 21.58074 -14.23108 -19.72311
O 21.97182 -16.30430 -19.77044
H 20.51195 -14.49745 -17.64019
H 20.98669 -16.25321 -17.43005
H 19.60126 -15.89682 -18.40425
C 20.35606 -4.36279 -13.91797
N 20.13648 -5.76123 -13.48528
O 20.43812 -6.70908 -14.22328
O 19.57428 -5.90015 -12.40791
H 20.35255 -3.69503 -13.05645
H 19.67496 -4.12173 -14.73411
H 21.35919 -4.27622 -14.33553
C 15.22204 -12.29538 -10.73267
N 14.63812 -13.17668 -9.74754
O 14.49503 -12.74349 -8.64375
O 14.39158 -14.30011 -10.09553
H 14.44980 -12.10688 -11.47847
H 16.08997 -12.81934 -11.13298
H 15.33509 -11.32662 -10.24602
C 14.01788 -7.96610 -13.08637
N 14.50949 -9.16430 -12.36100
O 14.85584 -8.97380 -11.21662
O 14.69458 -10.20210 -12.96730
H 13.14367 -8.15769 -13.70858
H 14.80594 -7.66353 -13.77594
H 13.75214 -7.25757 -12.30186
C 19.06689 -8.18566 -16.72311
N 17.78085 -8.66085 -16.05043
O 17.32332 -9.78890 -16.28570
O 17.31232 -7.96491 -15.20147
H 19.04170 -7.12384 -16.96808
H 19.15773 -8.77210 -17.63740
H 19.91564 -8.35888 -16.06149
*
```